Entry 1:
4 unconnected molecules or ions with the total composition C15H31BN6O3PS at a distorted geometry, computed with wB97M-V/def2-TZVPD.

Structure (XYZ):
```
58
C15H31BN6O3PS | OMol25 | wB97M-V/def2-TZVPD
N -2.987 -0.899 -1.019
C -1.992 -1.846 -0.865
N -1.000 -2.403 -1.903
C 0.309 -2.429 -1.087
C -0.102 -2.377 0.533
O 0.792 -3.409 1.080
B 0.964 -3.290 2.541
O 1.339 -2.075 3.290
O 0.791 -4.545 3.350
N -1.582 -2.656 0.369
P -2.626 -2.525 1.807
S -2.538 -0.788 2.714
H -2.771 0.128 -1.182
H -4.023 -1.118 -0.905
H -1.365 -3.402 -1.955
H 0.956 -3.385 -1.387
H 0.886 -1.460 -1.441
H 0.065 -1.248 0.799
H 0.793 -1.275 2.998
H 0.150 -5.090 2.776
H -4.012 -2.646 1.334
H -2.385 -3.624 2.752
C 0.175 1.462 7.326
C -0.429 0.167 6.793
C 0.437 -0.497 5.720
C 0.597 0.442 4.536
N 0.730 1.221 3.553
H 0.269 2.218 6.540
H -0.462 1.885 8.108
H 1.169 1.285 7.754
H -1.425 0.381 6.386
H -0.565 -0.531 7.626
H -0.031 -1.427 5.381
H 1.427 -0.742 6.122
C 0.299 3.125 0.301
C 0.816 2.658 -1.056
C -0.108 3.050 -2.211
C -1.475 2.416 -2.012
N -2.610 1.891 -1.847
H -0.662 2.662 0.548
H 1.004 2.848 1.091
H 0.174 4.213 0.321
H 0.941 1.569 -1.033
H 1.807 3.093 -1.228
H 0.313 2.706 -3.162
H -0.219 4.138 -2.263
C 2.742 1.584 -6.840
C 1.557 0.717 -7.254
C 0.342 0.895 -6.342
C 0.706 0.504 -4.919
N 1.009 0.179 -3.739
H 3.106 1.321 -5.842
H 3.575 1.445 -7.536
H 2.470 2.646 -6.840
H 1.870 -0.334 -7.256
H 1.273 0.970 -8.282
H -0.484 0.264 -6.688
H 0.001 1.936 -6.353
```

**Net charge**: +1
**HOMO-LUMO gap**: 6.50 eV
**LUMO energy**: -5.766 eV
**HOMO**: -12.3 eV

=====

Entry 2:
A molecular structure, C15H31BeClP2 at a distorted geometry, computed with wB97M-V/def2-TZVPD.

Structure (XYZ):
```
50
C15H31BeClP2 | OMol25 | wB97M-V/def2-TZVPD
P 0.731 -2.271 -1.993
P -0.067 1.785 -1.542
C 0.782 -0.687 -3.164
C 1.000 0.740 -2.721
H -0.146 -0.920 -3.826
H 1.638 -0.925 -3.799
H 1.960 0.751 -2.168
H 1.071 1.407 -3.582
C -1.245 2.913 -2.368
H -1.420 3.778 -1.709
H -2.199 2.428 -2.605
H -0.825 3.315 -3.306
C 1.198 2.998 -1.073
H 1.301 3.742 -1.882
H 2.153 2.496 -0.964
H 0.908 3.493 -0.151
C -0.499 -3.282 -2.982
H -0.416 -4.274 -2.591
H -0.208 -3.333 -4.041
H -1.496 -2.842 -2.877
C 2.225 -3.073 -2.699
H 3.107 -2.390 -2.656
H 2.097 -3.382 -3.762
H 2.393 -4.009 -2.121
Be -1.059 -0.155 -4.777
C 0.187 1.387 -5.851
C -1.167 1.368 -5.520
C -2.197 0.710 -6.473
C -1.829 -0.715 -6.910
C -0.996 -1.391 -5.821
C 0.404 -1.465 -5.957
C 1.226 -0.718 -6.910
C 0.860 0.805 -7.024
C -0.806 0.603 -0.398
H 0.780 2.226 -5.444
H -1.590 2.229 -4.941
H -2.374 1.370 -7.324
H -3.146 0.660 -5.922
H -2.770 -1.281 -7.039
H -1.394 -0.695 -7.920
H -1.502 -2.218 -5.353
H 0.927 -2.310 -5.515
H 1.314 -1.140 -7.950
H 2.270 -0.711 -6.534
H 1.760 1.366 -7.275
H 0.261 0.920 -7.929
H -1.245 1.220 0.411
H 0.028 -0.005 -0.031
H -1.529 0.027 -0.958
Cl -2.470 -0.239 -3.290
```

**HOMO-LUMO gap (spin up / spin down)**: 4.50 / 4.69 eV
**LUMO energy (spin up / spin down)**: 0.039 / 0.038 eV
**HOMO (spin up / spin down)**: -4.5 / -4.7 eV